C39H70FN4O7 | ωB97M-V/def2-TZVPD

Last column: Löwdin spin population.
Element x y z (Å)
1 F 3.8851 5.1057 1.0480  0.00
2 O -5.7385 -2.5571 -0.2419  0.62
3 O 8.6917 2.1639 -0.9483  0.00
4 O 8.6610 4.4368 0.2215  0.00
5 O 1.9696 1.2446 -1.0602  0.61
6 O 8.1776 6.2437 1.9870  0.00
7 O -1.2425 -2.1907 -1.6284  0.62
8 O 5.6456 2.2881 5.7254  0.00
9 N 5.3564 1.3610 3.4896  0.00
10 N 1.3288 2.4525 -1.3945  0.31
11 N -1.3474 -3.5533 -1.2913  0.31
12 N -6.1044 -1.9124 0.9547  0.31
13 C -7.9112 -1.9801 2.7004  0.00
14 C 5.6029 4.5989 2.8149  0.00
15 C -4.3193 -0.2345 0.2016  0.00
16 C 0.7849 -3.0547 0.0284  0.00
17 C 6.7842 2.9082 0.8257  0.00
18 C 2.8592 1.3591 4.4117  0.00
19 C -0.7802 1.0436 -1.0715  0.00
20 C 2.2686 2.6587 -3.7512  0.01
21 C 2.2555 3.2131 -2.3022  0.02
22 C -0.0268 2.0997 -1.9495  0.02
23 C -1.0944 -4.4755 -3.6504  0.01
24 C 6.1546 1.4702 4.7620  0.00
25 C 4.0156 4.4083 2.3555  0.00
26 C -0.0393 -5.3498 -0.1173  0.00
27 C 7.9404 5.1166 1.3101  0.00
28 C 3.7387 3.2304 -1.7898  0.00
29 C 0.0364 -4.0336 -0.9388  0.02
30 C 6.6734 4.1350 1.6622  0.00
31 C 1.8858 4.7174 -2.3033  0.00
32 C -8.2114 0.0738 0.3016  0.00
33 C -8.5207 -1.4204 0.3112  0.01
34 C -3.2942 -3.4686 -2.9561  0.00
35 C 5.7358 1.6064 0.8884  0.00
36 C -7.8724 -3.7580 1.0255  0.00
37 C -2.6413 -5.5885 -1.9623  0.00
38 C 4.0915 0.5427 3.6693  0.00
39 C -6.7584 0.3179 -0.0837  0.01
40 C 8.1530 3.0678 -0.1172  0.00
41 C -7.5536 -2.2355 1.2106  0.02
42 C -5.7508 -0.4585 0.8046  0.02
43 C 0.9296 -4.2666 -2.1864  0.01
44 C 7.5333 0.6786 5.1515  0.00
45 C 0.8744 2.4511 -4.3278  0.00
46 C -5.6337 0.2088 2.1976  0.00
47 C 0.2422 -5.0966 -3.2668  0.00
48 C -0.9697 3.3332 -1.9021  0.00
49 C 0.0381 1.5681 -3.4061  0.01
50 C -2.0332 -4.2451 -2.4369  0.02
51 C 6.1394 0.8323 2.3160  0.00
52 H -8.8234 -2.5165 2.9900  0.00
53 H 4.3943 -0.3766 4.3624  0.00
54 H -7.1136 -2.3252 3.3672  0.00
55 H 4.6102 1.9209 0.8408  0.00
56 H -3.1290 -6.1092 -2.7964  0.00
57 H 4.3536 3.9037 -2.4009  0.00
58 H -0.8451 1.3725 -0.0274  0.00
59 H -8.4256 0.5215 1.2753  0.00
60 H 3.7959 3.5856 -0.7551  0.00
61 H 0.3852 3.4144 -4.4926  0.00
62 H 5.7369 5.7736 2.9652  0.00
63 H 2.8268 3.3369 -4.4111  0.00
64 H 3.6904 3.2876 2.2667  0.00
65 H -0.8533 3.8889 -0.9653  0.00
66 H -8.8687 0.5771 -0.4172  0.00
67 H 5.7801 4.1146 3.8681  0.00
68 H 8.3918 1.5075 5.1906  0.00
69 H 1.0318 -2.0978 -0.4445  0.00
70 H 5.8534 -0.3116 2.1386  0.00
71 H -9.5576 -1.5678 0.6398  0.00
72 H -0.9017 -3.5227 -4.1625  0.00
73 H -0.8463 -5.3126 0.6225  0.00
74 H -7.2068 -4.3779 1.6381  0.00
75 H 1.8638 -4.7639 -1.8953  0.00
76 H -8.9021 -3.9864 1.3286  0.00
77 H 3.1473 2.5112 4.5351  0.00
78 H 7.8766 -0.1061 4.3464  0.00
79 H -4.8338 -0.2512 2.7893  0.00
80 H -3.9874 -3.2468 -2.1374  0.00
81 H 3.2561 4.9162 3.1097  0.00
82 H 6.0245 0.8894 0.0035  0.00
83 H -6.5406 0.1764 2.7932  0.00
84 H -0.9740 1.4773 -3.8211  0.00
85 H 1.9971 5.1515 -1.3030  0.00
86 H 2.8046 1.7001 -3.7818  0.00
87 H -8.1284 -0.9342 2.9236  0.00
88 H -5.3930 1.2750 2.0975  0.00
89 H 7.4147 0.2480 6.2331  0.00
90 H -2.0232 3.0334 -1.9663  0.00
91 H -0.3044 0.0570 -1.0936  0.00
92 H 1.8306 1.2030 3.8638  0.00
93 H -6.6251 0.0359 -1.1372  0.00
94 H -8.4749 -1.7915 -0.7217  0.00
95 H -4.2489 -0.5368 -0.8482  0.00
96 H -3.4023 -5.4260 -1.1904  0.00
97 H 0.8874 -5.1485 -4.1516  0.00
98 H 4.2173 2.2471 -1.8419  0.00
99 H -0.8311 4.0203 -2.7384  0.00
100 H -1.9206 -6.2973 -1.5666  0.00
101 H -3.5604 -0.7843 0.7689  0.00
102 H -7.7869 -4.0855 -0.0164  0.00
103 H 0.8915 -5.5303 0.4348  0.00
104 H -3.0382 -2.5274 -3.4533  0.00
105 H 7.3023 0.9276 2.3929  0.00
106 H 1.7401 -3.4806 0.3611  0.00
107 H 3.7008 0.1867 2.6000  0.00
108 H 2.7822 0.9491 5.5297  0.00
109 H 1.2232 -3.3023 -2.6230  0.00
110 H 0.4618 0.5546 -3.4170  0.00
111 H -4.0456 0.8280 0.2340  0.00
112 H 0.1875 -2.8527 0.9255  0.00
113 H 0.9542 1.9765 -5.3128  0.00
114 H -1.8060 0.8904 -1.4301  0.00
115 H 0.8788 4.9362 -2.6443  0.00
116 H -0.1674 -6.2414 -0.7332  0.00
117 H -6.5553 1.3964 -0.0327  0.00
118 H -1.5849 -5.1216 -4.3914  0.00
119 H 2.5461 5.2782 -2.9772  0.00
120 H -3.8424 -4.0669 -3.6954  0.00
121 H 0.0992 -6.1274 -2.9332  0.00

Forces on the atoms, in the same order (eV/Å):
F 0.04 -1.43 2.39
O -0.65 1.40 3.42
O -3.37 6.92 5.74
O -0.44 -0.52 0.68
O -1.63 3.32 -0.31
O -0.69 -7.43 -5.35
O -0.56 -3.52 1.30
O 2.94 -4.92 -5.75
N 2.22 -0.98 0.97
N 2.11 -4.55 -0.72
N 1.47 4.11 -2.58
N -0.03 -1.12 -4.92
C 0.02 0.28 0.18
C -0.60 1.04 -0.51
C -0.38 -0.70 -0.24
C -0.50 0.46 -0.50
C -0.48 3.25 1.72
C 0.67 0.13 1.02
C 0.89 -0.17 0.02
C -0.22 -0.22 0.04
C 1.26 1.62 -0.26
C -2.10 0.12 0.20
C 0.26 0.11 0.14
C -2.86 3.46 4.27
C 0.56 0.20 0.17
C -0.14 -0.30 -0.08
C -1.36 2.03 3.29
C -0.42 -0.67 0.26
C 1.25 -0.78 1.39
C 1.01 -2.36 -1.90
C -0.27 0.15 -0.06
C -0.01 -0.04 -0.07
C 0.27 0.13 -0.18
C 0.54 0.48 0.37
C 2.03 0.44 0.41
C 0.60 0.21 -0.52
C 0.14 -0.25 0.14
C -1.25 -0.39 0.68
C -0.19 -0.23 -0.05
C 0.10 -3.36 -1.41
C -1.39 -0.85 1.19
C 1.23 1.57 0.55
C -0.25 0.14 -0.21
C 0.37 1.07 -0.77
C 0.00 -0.08 0.01
C -0.24 0.03 0.22
C 0.04 0.07 -0.02
C 0.05 0.32 -0.15
C 0.38 0.00 0.00
C -1.70 -0.94 -0.72
C -0.25 -1.06 -1.77
H 0.22 -0.03 -0.31
H -0.94 1.57 -1.76
H -0.05 0.10 -0.15
H 2.32 -0.50 0.02
H 0.08 0.33 0.05
H -0.42 -0.02 0.01
H 0.10 0.03 -0.15
H 0.01 -0.02 0.05
H -0.11 -0.03 -0.18
H -0.02 0.03 0.04
H -0.08 -2.60 -0.48
H 0.00 0.01 0.38
H 0.76 2.21 -0.23
H 0.09 -0.07 -0.14
H 0.06 -0.05 0.11
H -0.27 0.62 -2.21
H -1.94 -1.77 -0.02
H -0.27 -0.15 0.02
H 0.83 2.25 0.45
H 0.25 -0.19 0.13
H -0.11 0.00 0.25
H 0.05 0.03 -0.18
H -0.04 0.17 -0.12
H -0.21 0.12 0.24
H 0.22 0.40 0.07
H -0.75 -2.61 -0.50
H -0.92 1.40 1.78
H -0.14 -0.03 -0.17
H 0.18 0.00 -0.03
H 1.85 -0.83 -1.62
H -0.71 1.49 1.72
H -0.06 -0.10 -0.03
H 0.05 0.06 0.35
H 0.00 -0.19 -0.10
H -0.08 0.11 0.24
H 0.18 -0.05 -0.04
H 0.05 -0.27 -0.21
H 0.08 0.78 -2.27
H 0.31 -0.22 0.06
H 0.02 0.32 0.04
H 2.16 0.37 1.06
H 0.12 -0.15 0.20
H 0.17 -0.07 0.17
H -0.09 -0.15 0.24
H 0.17 0.10 -0.10
H -0.07 -0.02 0.12
H -0.26 0.05 0.03
H 0.13 0.00 0.13
H 0.09 0.06 0.05
H -0.16 -0.01 -0.11
H 0.21 0.18 0.20
H -0.12 0.31 -0.18
H 0.12 -0.12 0.23
H -2.31 -0.13 0.26
H -0.32 -0.23 -0.23
H 1.16 0.74 2.39
H 0.00 0.93 -2.52
H -0.18 -0.01 0.18
H -0.01 0.13 0.21
H -0.34 -0.16 0.20
H 0.00 -0.04 -0.20
H -0.03 0.08 0.11
H 0.30 0.27 -0.14
H -0.07 -0.11 0.02
H -0.14 0.12 0.02
H 0.22 -0.27 0.13
H -0.17 0.16 0.29
H 0.04 -0.30 0.17
H 0.33 -0.15 0.24
H -0.01 -0.01 0.05

Results
2S+1: 4
Lowest unoccupied orbital energy (alpha / beta): -1.4 / -1.4 eV
E_tot: -2373.04887 hartree
<S²>: 3.764